1.
Density functional theory data (the ωB97M-V functional and the def2-TZVPD basis) for a molecular structure, C2H9N4.

- Total charge: +1
- Energy above the lowest of the compared OMol25 structures with the same formula, charge and spin: 3.986 eV
- LUMO level: -5.57 eV

```
15
C2H9N4 the ωB97M-V functional and the def2-TZVPD basis
C -0.36894 -1.16734 -0.10969
C -0.20363 -0.09334 -0.98247
N -0.04318 -1.07684 1.12797
N -0.10624 1.07206 -0.87760
N 0.25972 -0.71607 -2.71804
N -0.01868 1.25472 2.06148
H -0.72760 -2.13362 -0.41342
H -0.09139 -1.92579 1.72904
H 0.08286 1.71198 -1.69405
H 0.74437 1.64497 1.50329
H 0.47345 -1.66151 -2.69127
H 1.05858 -0.18323 -3.07514
H -0.13816 1.64179 2.95591
H -0.05802 -0.05585 1.59929
H -0.86314 1.68805 1.58470
```

2.
Density functional theory data (the ωB97M-V functional and the def2-TZVPD basis) for a gas-phase ion, C2H3O3S2 (charge -1).

- Total charge: -1
- Energy above the lowest of the compared OMol25 structures with the same formula, charge and spin: 0.943 eV
- LUMO level: 3.61 eV

```
10
C2H3O3S2 the ωB97M-V functional and the def2-TZVPD basis
C 0.40926 -1.01128 0.03254
C 1.08686 0.34968 0.15042
O -1.80047 1.16254 1.06712
O -1.77178 0.86652 -1.30210
O -0.84680 -1.20015 0.09347
S 1.40270 -2.31452 -0.17947
S -2.16369 0.27296 -0.06181
H 0.81986 0.71486 1.12493
H 2.07815 0.27525 -0.09537
H 0.78591 0.88413 -0.82972
```

3.
Density functional theory data (the ωB97M-V functional and the def2-TZVPD basis) for a gas-phase ion, C5H11NO (charge +1).

- 2S+1: 2
- Total charge: +1
- Energy above the lowest of the compared OMol25 structures with the same formula, charge and spin: 1.541 eV
- LUMO level (spin up / spin down): -4.02 / -7.41 eV
- Expectation value of S²: 0.76

```
18
C5H11NO the ωB97M-V functional and the def2-TZVPD basis
C -0.10829 -1.62683 -0.18537
N -0.70764 -0.28773 -0.02141
C -1.63256 -0.18005 1.10872
C 0.80996 0.82031 -1.62154
C 0.19528 0.82476 -0.20851
C 1.28310 0.71601 0.93735
O 1.01117 0.94082 2.05813
H -0.84744 -2.36531 0.10110
H 0.78945 -1.79401 0.41707
H 0.15793 -1.70101 -1.24086
H -2.50307 0.37511 0.72418
H -1.85137 -1.15311 1.51065
H -1.24564 0.53917 1.83744
H 0.06670 0.35973 -2.27443
H 0.79196 1.84473 -1.99341
H 1.78902 0.35804 -1.64484
H -0.29610 1.78117 -0.02847
H 2.29753 0.54819 0.52423
```

4.
Density functional theory data (the ωB97M-V functional and the def2-TZVPD basis) for 2 unconnected molecules or ions with the total composition H4N2O2S.

- Total charge: 0
- Energy above the lowest of the compared OMol25 structures with the same formula, charge and spin: 2.481 eV
- LUMO level: -0.19 eV

```
9
H4N2O2S the ωB97M-V functional and the def2-TZVPD basis
N 1.33886 -1.94798 -0.95928
N -0.89444 2.12336 -0.03812
O 0.28623 -2.16779 1.31930
O -0.49274 0.81397 0.40979
S 1.28145 -1.51319 0.48798
H 0.72340 -2.64479 -1.35685
H -0.54639 2.20572 -0.99352
H -0.36976 2.77522 0.54036
H -1.32662 0.35548 0.59034
```

5.
Density functional theory data (the ωB97M-V functional and the def2-TZVPD basis) for a molecular structure, C31H24BF9FeN6P.

- 2S+1: 6
- Total charge: 0
- LUMO level (spin up / spin down): 0.06 / -2.21 eV
- Expectation value of S²: 8.78

```
73
C31H24BF9FeN6P the ωB97M-V functional and the def2-TZVPD basis
Fe 0.91351 0.62327 0.63450
C 4.85981 0.15637 -1.71659
C 4.07347 -0.19089 -0.61891
N 2.98582 0.56695 -0.57245
N 3.03595 1.39530 -1.61994
C 4.15326 1.17308 -2.32613
B 1.89983 2.36988 -1.95622
N 1.65493 3.28248 -0.74718
C 1.82995 4.61025 -0.71298
C 1.56480 5.05395 0.56684
C 1.22210 3.89870 1.26444
N 1.29541 2.84054 0.46397
N 0.65323 1.51127 -2.28143
C 0.00279 1.48003 -3.45217
C -0.91731 0.45105 -3.41904
C -0.75956 -0.10748 -2.15385
N 0.18367 0.54359 -1.47955
H 5.79055 -0.27525 -2.02314
H 4.25255 -0.93721 0.12946
H 4.38518 1.75010 -3.19842
H 2.19001 3.01994 -2.90137
H 2.11181 5.15262 -1.59285
H 1.61436 6.05307 0.94648
H 0.92931 3.79772 2.29179
H 0.22057 2.18156 -4.23090
H -1.59400 0.13967 -4.18884
H -1.27853 -0.93538 -1.70641
C 1.61558 -1.29062 2.07386
H 2.27267 -0.83234 2.79828
H 2.03997 -1.49401 1.09371
F -1.18090 3.29070 8.14955
C -0.28133 3.56599 7.19323
F 0.93204 3.36482 7.72913
F -0.37164 4.89598 6.97222
C -0.50582 2.77565 5.94102
C 0.57524 2.39308 5.14992
C 0.34835 1.74096 3.95951
C -0.95676 1.46360 3.51474
C -2.02731 1.84207 4.33804
C -1.80543 2.48496 5.53602
P -1.11876 0.80954 1.85791
C -2.88610 0.39438 1.76743
C -3.71335 0.97600 0.80587
C -5.06036 0.66828 0.76201
C -5.57995 -0.26128 1.65333
C -4.74732 -0.90407 2.56496
C -3.41283 -0.56713 2.63395
C -7.03845 -0.62163 1.66592
F -7.58029 -0.48262 2.89036
F -7.78482 0.12067 0.83727
F -7.24441 -1.90316 1.31336
C 0.60052 -2.13782 2.53648
C 0.28582 -2.25429 3.91457
C -0.69709 -3.10410 4.35473
C -1.42704 -3.86422 3.43611
C -1.15593 -3.75596 2.06984
C -0.16718 -2.91488 1.63153
C -2.52307 -4.75558 3.92756
F -3.29524 -4.14828 4.85329
F -3.35840 -5.14733 2.95344
F -2.07837 -5.88669 4.51761
H 1.58173 2.62004 5.46973
H 1.18562 1.43444 3.33609
H -3.03915 1.64201 4.02339
H -2.63843 2.77079 6.16037
H -3.29918 1.69149 0.10753
H -5.70655 1.14888 0.04603
H -5.15394 -1.65704 3.21937
H -2.76133 -1.04965 3.34906
H 0.85314 -1.66915 4.62094
H -0.91365 -3.17960 5.41112
H -1.73514 -4.33754 1.36945
H 0.05277 -2.82511 0.57789
```

6.
Density functional theory data (the ωB97M-V functional and the def2-TZVPD basis) for 2 unconnected molecules or ions with the total composition C3H3N3OS.

- 2S+1: 3
- Total charge: 0
- LUMO level (spin up / spin down): 0.23 / -2.70 eV
- Expectation value of S²: 2.02

```
11
C3H3N3OS the ωB97M-V functional and the def2-TZVPD basis
C -1.78579 0.33368 -0.04889
C 1.51579 -0.01177 1.10499
C -0.32463 0.33116 0.05355
N -2.92585 0.52128 0.06947
N 0.27056 0.02577 1.25632
N 0.55288 0.90063 -0.83361
O -0.87296 -1.47434 -0.88771
S 2.11828 0.43856 -0.44416
H 2.18072 -0.38262 1.73407
H 0.50000 1.33502 -1.80070
H -1.22901 -2.01738 -0.20333
```

> Which formula does entry 3 have?

C5H11NO

> Look up the total charge of the sixth one.

0